{"formula": "C37H50AsBeN5O2Si3", "method": "wB97M-V/def2-TZVPD", "elements": ["As", "Si", "Si", "Si", "O", "O", "N", "N", "N", "N", "N", "C", "C", "C", "C", "C", "C", "C", "C", "C", "C", "C", "C", "C", "C", "C", "C", "C", "C", "C", "C", "C", "C", "C", "C", "C", "C", "C", "C", "C", "C", "C", "C", "C", "C", "C", "C", "C", "Be", "H", "H", "H", "H", "H", "H", "H", "H", "H", "H", "H", "H", "H", "H", "H", "H", "H", "H", "H", "H", "H", "H", "H", "H", "H", "H", "H", "H", "H", "H", "H", "H", "H", "H", "H", "H", "H", "H", "H", "H", "H", "H", "H", "H", "H", "H", "H", "H", "H", "H"], "positions_angstrom": [[1.18759, 2.03483, -0.56363], [-1.01322, 2.84875, -0.48502], [2.17879, 3.51008, -2.10981], [2.21875, 2.80797, 1.39485], [0.22081, -1.88467, 2.02132], [-0.35923, -0.79822, 0.16304], [0.40199, -1.26728, -2.47892], [-1.30266, -2.98836, -2.63478], [0.23986, -3.24455, -0.90132], [2.29333, -1.95222, -0.09935], [1.65489, -4.15194, 0.72200], [-1.83487, 2.45589, 1.17276], [-1.22027, 4.71508, -0.76625], [1.55024, 4.42707, 2.11394], [-0.93127, -1.54547, -4.45071], [0.89803, -0.02226, -4.46637], [-2.46756, -5.65418, -1.29912], [-1.85798, 1.93706, -1.91388], [-1.35361, -4.88824, -1.02936], [2.51101, -3.07763, 0.63620], [3.70212, -3.20907, 1.36894], [-2.08169, -0.78060, 3.36661], [-1.75899, -7.16481, 0.45616], [-0.63230, -6.39283, 0.72428], [-0.60031, -1.25303, 1.36959], [-0.44369, -5.25152, -0.02547], [1.12050, -0.35501, -3.15223], [-0.18045, -0.61343, -5.12281], [-3.14718, -1.30135, -0.28198], [-0.59608, -1.91962, -3.13490], [4.65758, -2.22212, 1.34068], [-5.84829, -0.50472, 3.82582], [-3.13903, -1.02299, 1.19590], [3.24376, -1.00846, -0.12847], [1.94818, 1.45824, 2.68163], [-0.91021, -0.74659, 4.31384], [1.08779, 3.63883, -3.65574], [2.57414, 5.29429, -1.60642], [-4.37755, -0.85510, 1.80899], [-4.50168, -0.64690, 3.17016], [0.58377, -4.18899, 0.01294], [4.43388, -1.09497, 0.55523], [-1.96753, -0.98100, 1.97215], [-0.85264, -3.61922, -1.59788], [4.09170, 2.97828, 1.14096], [3.81292, 2.68430, -2.63135], [-3.33964, -0.60377, 3.92625], [-2.66108, -6.80302, -0.53713], [0.67396, -1.65437, -0.76112], [-2.40695, -0.70780, -0.80742], [3.82324, -4.11126, 1.94915], [-1.57292, 0.88321, -1.87384], [4.33607, 3.58635, 0.26724], [0.15559, 4.15598, -3.42413], [-3.16957, -5.36198, -2.06906], [-2.55869, 3.22260, 1.45374], [3.24551, 5.33972, -0.74625], [4.31728, 2.24420, -1.76718], [-0.27170, 0.11219, 4.11666], [-5.98579, -1.28220, 4.57917], [-6.65303, -0.58674, 3.09649], [-1.77509, -2.04894, -4.89779], [3.63849, 1.88071, -3.35170], [4.50065, 3.39655, -3.09106], [-3.52960, -7.42406, -0.71414], [3.04924, 5.82607, -2.43327], [-1.09076, 2.38958, 1.97057], [-3.41785, -0.44681, 4.99712], [0.89888, 1.47269, 2.97921], [2.14579, 0.46679, 2.26747], [-2.94762, 1.99620, -1.88523], [1.58007, 4.18873, -4.46030], [-2.91799, -2.34981, -0.46379], [-0.79565, 5.02662, -1.72144], [-5.27434, -0.89820, 1.19994], [2.06121, 4.68290, 3.04424], [-2.35098, 1.49576, 1.13525], [-1.26781, -0.67907, 5.34096], [4.54229, 1.99422, 0.99747], [-1.94256, -8.06008, 1.03622], [-0.29664, -1.63470, 4.20419], [0.82272, 2.64816, -4.02876], [5.16207, -0.30043, 0.48061], [3.02139, -0.13409, -0.72639], [-0.72148, 5.28756, 0.01973], [2.55469, 1.58304, 3.58072], [-4.13370, -1.10068, -0.69922], [1.54082, 0.69154, -4.96114], [1.90791, 0.12890, -2.59147], [-1.52061, 2.32810, -2.87702], [1.67626, 5.25995, 1.41830], [-2.27614, 4.99335, -0.76417], [4.56305, 3.43700, 2.01191], [0.48334, 4.33456, 2.33087], [5.56678, -2.32585, 1.91833], [-5.93621, 0.46019, 4.32824], [-0.42020, -0.35306, -6.14544], [1.66134, 5.83366, -1.34298], [0.07259, -6.66347, 1.49921]], "forces_ev_per_a": [[0.203, 0.395, -0.088], [-0.804, 0.266, -0.055], [0.304, 0.313, -0.652], [0.357, 0.101, 0.780], [-0.058, -0.022, -0.207], [0.046, -0.286, 0.008], [-0.171, -0.016, 0.089], [-0.375, -0.267, 0.245], [-0.114, 0.162, 0.269], [-0.205, -0.067, 0.148], [-0.352, -0.326, 0.238], [0.322, -0.134, -0.176], [0.384, -0.223, 0.026], [-0.054, -0.155, -0.377], [0.057, 0.024, 0.122], [0.023, 0.004, -0.010], [-0.006, 0.031, -0.093], [0.278, 0.016, 0.149], [0.098, -0.149, 0.306], [0.343, 0.221, -0.124], [-0.024, 0.063, -0.036], [-0.009, -0.042, -0.054], [0.010, -0.052, 0.036], [0.133, 0.047, 0.017], [0.031, 0.133, 0.102], [-0.333, -0.083, -0.172], [0.084, 0.059, -0.147], [-0.061, -0.068, 0.110], [0.036, 0.050, 0.006], [0.181, 0.200, -0.211], [-0.100, -0.083, -0.029], [0.083, 0.032, -0.018], [0.127, 0.065, 0.017], [0.227, 0.058, -0.001], [-0.128, 0.058, -0.281], [-0.017, -0.083, -0.053], [-0.033, -0.149, 0.308], [-0.192, -0.294, 0.292], [-0.041, 0.027, 0.045], [-0.039, -0.008, -0.007], [0.346, 0.166, -0.118], [-0.013, 0.024, -0.034], [-0.094, -0.038, 0.037], [0.185, 0.204, -0.336], [-0.301, -0.015, -0.305], [-0.234, -0.021, 0.222], [-0.034, 0.003, -0.019], [-0.020, -0.002, -0.006], [-0.074, -0.221, 0.022], [-0.038, -0.041, -0.033], [-0.010, -0.002, 0.010], [-0.031, 0.005, -0.006], [0.052, 0.003, 0.057], [-0.008, 0.015, -0.049], [0.017, 0.001, -0.009], [0.006, 0.065, -0.086], [-0.007, 0.029, -0.020], [0.036, 0.022, -0.031], [0.107, 0.027, -0.010], [-0.045, 0.014, 0.007], [-0.013, 0.004, 0.009], [0.026, -0.021, -0.048], [-0.043, -0.009, 0.013], [-0.037, 0.053, -0.019], [-0.003, 0.012, -0.006], [0.013, -0.082, -0.069], [-0.060, 0.000, 0.035], [0.033, -0.002, 0.002], [-0.048, -0.049, 0.056], [-0.004, -0.014, 0.013], [-0.008, 0.068, 0.085], [0.111, 0.013, 0.048], [0.035, -0.094, -0.091], [-0.019, 0.047, 0.005], [0.022, -0.017, -0.031], [0.055, -0.074, 0.012], [0.030, 0.006, 0.011], [-0.008, 0.063, -0.011], [-0.001, -0.022, -0.009], [0.008, 0.002, -0.005], [0.041, -0.002, 0.029], [-0.009, 0.029, -0.005], [-0.016, 0.022, -0.002], [-0.032, 0.014, 0.042], [-0.015, -0.008, 0.014], [0.037, 0.115, -0.025], [-0.011, -0.022, 0.009], [-0.008, 0.011, 0.027], [0.003, -0.024, -0.016], [-0.001, 0.036, 0.012], [0.005, 0.001, 0.008], [-0.048, -0.108, 0.023], [-0.077, 0.001, 0.066], [0.002, 0.009, 0.007], [0.016, 0.002, -0.018], [-0.027, -0.005, 0.007], [0.013, 0.012, -0.003], [0.004, -0.004, 0.007], [-0.018, -0.012, 0.005]], "lumo_ev": -0.729, "total_energy_ev": -135609.1789, "charge": 0, "multiplicity": 1, "gap_ev": 7.4}